# 1
# C33H43IrN5O6PS2Si

C33H43IrN5O6PS2Si as an isolated structure in a non-equilibrium geometry (wB97M-V/def2-TZVPD, the Open Molecules 2025 dataset).

Output
- Frontier orbital gap (spin up / spin down): 6.34 / 6.52 eV
- Charge: +1
- Energy above the lowest of the compared OMol25 structures with the same formula, charge and spin: 24.65 kcal/mol
- Multiplicity: 2

Last column: Löwdin charge in e.
Cartesian coordinates (Å):
Ir -0.986 -0.067 -0.197  1.2351
O -3.517 -3.372 3.548  0.0703
C -3.237 -2.236 4.199  -0.2606
C -3.608 -2.161 5.544  0.0000
C -3.352 -1.025 6.280  -0.0654
C -2.713 0.072 5.700  -0.0844
C -2.345 0.007 4.374  -0.0420
C -2.606 -1.132 3.598  -0.0824
C -2.200 -1.133 2.184  -0.4008
O -1.765 0.008 1.696  -0.2680
N -2.350 -2.209 1.477  0.0289
N -1.964 -2.022 0.157  -0.1834
C -2.253 -3.008 -0.600  -0.8779
S -3.109 -4.428 -0.026  0.9820
C -2.897 -5.367 -1.562  -0.5109
C -2.930 -4.385 -2.716  -0.4989
S -1.811 -3.024 -2.293  0.9666
H -3.140 -3.307 2.644  0.0458
H -4.092 -3.022 5.984  0.1240
H -3.638 -0.993 7.323  0.1107
H -2.496 0.954 6.287  0.1031
H -1.814 0.832 3.914  0.1066
H -3.716 -6.083 -1.626  0.0850
H -1.951 -5.906 -1.526  0.0807
H -3.932 -3.985 -2.864  0.0839
H -2.576 -4.832 -3.643  0.0830
N -3.973 1.558 1.633  0.1523
C -3.206 2.620 0.909  -0.1750
P -3.186 2.120 -0.871  0.3877
O -4.429 2.544 -1.543  -0.3012
O -2.860 0.631 -0.874  -0.4550
C -1.716 3.013 -1.482  -0.2629
N -1.429 2.549 -2.860  0.0409
H -4.425 1.893 2.481  0.1673
H -3.257 0.824 1.853  0.0882
H -4.683 1.136 1.030  0.1582
H -2.204 2.627 1.340  0.0898
H -3.685 3.587 1.038  0.1106
H -0.856 2.760 -0.861  0.0574
H -1.890 4.090 -1.428  0.1125
H -0.719 3.142 -3.285  0.1036
H -2.275 2.617 -3.423  0.1236
H -0.904 1.305 -2.661  0.0613
C 0.799 2.289 2.244  -0.0977
C 2.162 1.615 2.033  -0.5970
C 2.341 0.571 3.147  -0.0844
C 3.280 2.658 2.128  -0.0817
Si 2.233 0.672 0.391  0.4605
O 0.966 -0.314 0.211  -0.4808
C 3.774 -0.389 0.304  -0.2363
C 5.032 0.145 0.008  -0.1005
C 6.164 -0.657 -0.024  -0.0803
C 6.056 -2.017 0.234  -0.0866
C 4.816 -2.569 0.524  -0.0849
C 3.687 -1.760 0.557  -0.0939
C 2.311 1.839 -1.120  -0.1911
C 2.849 1.352 -2.319  -0.1089
C 2.777 2.068 -3.506  -0.0795
C 2.170 3.318 -3.527  -0.0968
C 1.663 3.845 -2.346  -0.1059
C 1.736 3.112 -1.166  -0.1089
H 0.725 2.655 3.275  0.0887
H -0.019 1.584 2.085  0.0343
H 0.650 3.152 1.590  0.0599
H 2.311 1.061 4.126  0.0875
H 3.296 0.049 3.066  0.0788
H 1.544 -0.177 3.123  0.0822
H 3.208 3.208 3.073  0.0878
H 3.240 3.388 1.316  0.0704
H 4.266 2.186 2.103  0.0776
H 5.132 1.205 -0.204  0.1059
H 7.129 -0.224 -0.252  0.1042
H 6.938 -2.645 0.213  0.1034
H 4.730 -3.630 0.728  0.1019
H 2.720 -2.194 0.786  0.1003
H 3.363 0.395 -2.316  0.0993
H 3.220 1.666 -4.410  0.1051
H 2.130 3.892 -4.445  0.1046
H 1.237 4.843 -2.337  0.1090
H 1.350 3.561 -0.259  0.0826
O -0.387 0.382 -2.229  -0.1977
N -0.011 -0.524 -3.156  -0.1129
C 1.019 -1.304 -2.804  -0.0159
C 1.474 -2.247 -3.699  0.0000
C 0.859 -2.363 -4.936  -0.0192
C -0.227 -1.551 -5.242  -0.0177
C -0.664 -0.630 -4.318  -0.0120
H 1.404 -1.128 -1.801  0.1203
H 2.302 -2.879 -3.412  0.1326
H 1.212 -3.089 -5.655  0.1257
H -0.746 -1.632 -6.185  0.1263
H -1.518 0.017 -4.451  0.1514

=====

# 2
# C33H44AsN4ORuSSi

C33H44AsN4ORuSSi as an isolated structure in a non-equilibrium geometry (wB97M-V/def2-TZVPD, the Open Molecules 2025 dataset).

Output
- Frontier orbital gap (spin up / spin down): 8.11 / 6.89 eV
- Charge: +2
- Energy above the lowest of the compared OMol25 structures with the same formula, charge and spin: 16.13 kcal/mol
- Multiplicity: 2

Last column: Löwdin charge in e.
Cartesian coordinates (Å):
Ru 0.120 1.463 0.292  1.1086
C -2.201 2.335 -1.568  -0.1426
C -0.946 2.172 -2.412  -0.1414
N 0.264 2.395 -1.589  -0.1802
C 0.752 3.788 -1.454  -0.2229
C -0.061 4.603 -0.465  -0.3698
S -0.341 3.654 1.075  0.9663
C -2.167 3.641 1.182  -0.3666
C -2.747 2.270 0.837  -0.2350
N -1.988 1.662 -0.265  -0.1631
H -3.056 1.906 -2.095  0.1381
H -2.446 3.379 -1.384  0.1083
H -0.954 2.818 -3.293  0.1394
H -0.886 1.142 -2.756  0.1008
H 1.009 1.860 -2.027  0.0804
H 0.779 4.285 -2.427  0.1393
H 1.776 3.719 -1.091  0.1078
H -1.021 4.931 -0.857  0.0802
H 0.498 5.500 -0.202  0.0949
H -2.534 4.442 0.543  0.0830
H -2.442 3.916 2.199  0.0805
H -3.814 2.354 0.603  0.1407
H -2.647 1.601 1.686  0.0742
H -2.287 0.692 -0.349  0.0709
C -1.687 1.356 4.046  -0.0083
C -0.254 1.016 3.774  -0.3109
C 0.564 0.611 4.824  -0.0158
C 1.899 0.285 4.589  -0.0215
C 2.421 0.402 3.318  -0.0076
C 1.570 0.863 2.311  -0.3995
N 0.236 1.123 2.533  0.0305
N 1.888 1.092 0.991  -0.1841
Si 3.518 0.798 0.286  0.4530
C 3.395 1.138 -1.544  -0.1564
C 3.960 -0.985 0.593  -0.1439
C 4.698 1.982 1.103  -0.1554
H -1.904 1.251 5.106  0.0942
H -2.366 0.696 3.504  0.0495
H -1.897 2.389 3.767  0.0752
H 0.149 0.546 5.819  0.1183
H 2.527 -0.049 5.403  0.1244
H 3.453 0.167 3.105  0.0891
H 2.635 0.486 -1.983  0.0152
H 4.345 0.932 -2.041  0.0529
H 3.162 2.186 -1.738  0.0190
H 3.097 -1.634 0.441  0.0157
H 4.332 -1.147 1.606  0.0338
H 4.748 -1.310 -0.092  0.0491
H 4.302 3.000 1.109  0.0378
H 5.654 2.004 0.574  0.0464
H 4.910 1.703 2.137  0.0320
O 0.265 -0.252 -0.891  -0.5745
As -0.495 -1.771 -0.922  1.2730
C -0.772 -2.229 -2.747  -0.3316
C -0.089 -1.533 -3.740  -0.1007
C -0.259 -1.899 -5.068  -0.0540
C -1.105 -2.950 -5.394  -0.0454
C -1.776 -3.650 -4.399  -0.0483
C -1.608 -3.296 -3.069  -0.0924
C -2.190 -1.611 -0.046  -0.3105
C -3.332 -1.418 -0.825  -0.1024
C -4.543 -1.116 -0.214  -0.0497
C -4.614 -1.000 1.167  -0.0445
C -3.474 -1.174 1.942  -0.0721
C -2.260 -1.472 1.341  -0.1004
C 0.643 -3.101 -0.175  -0.3067
C 0.485 -3.626 1.105  -0.0811
C 1.380 -4.581 1.565  -0.0534
C 2.415 -5.015 0.749  -0.0455
C 2.563 -4.501 -0.532  -0.0558
C 1.676 -3.545 -1.000  -0.1011
H 0.584 -0.727 -3.475  0.0920
H 0.274 -1.371 -5.847  0.1161
H -1.235 -3.234 -6.430  0.1193
H -2.424 -4.476 -4.659  0.1192
H -2.122 -3.856 -2.296  0.1179
H -3.287 -1.518 -1.902  0.1055
H -5.431 -0.985 -0.817  0.1203
H -5.561 -0.782 1.642  0.1218
H -3.532 -1.085 3.019  0.1130
H -1.377 -1.573 1.959  0.0957
H -0.329 -3.317 1.745  0.0870
H 1.259 -4.995 2.556  0.1166
H 3.103 -5.768 1.109  0.1191
H 3.362 -4.853 -1.171  0.1189
H 1.791 -3.157 -2.005  0.1100

=====

Question: What is the multiplicity in the second record?
Answer: 2

=====

Question: What is the energy above the lowest of the compared OMol25 structures with the same formula, charge and spin in the second record?
Answer: 16.13 kcal/mol

=====

Question: Among the records above, which one has the lowest charge?
Answer: C33H43IrN5O6PS2Si